<i>
Density functional theory data (ωB97M-V/def2-TZVPD) for a single C3H2N2O molecule.

Cartesian coordinates (Å):
1 O 0.080 -2.001 -1.993
2 C 0.194 1.577 -2.231
3 N 0.419 2.540 -2.804
4 C 0.088 -0.093 -0.276
5 C -0.082 -0.953 -1.489
6 N 0.061 0.369 -1.658
7 H 0.971 -0.061 0.318
8 H -0.789 0.187 0.412

## Properties
- HOMO energy: -0.398 Eh
- SMILES: N#CN1CC1=O
- Molar mass: 82.062 g/mol
- Total charge: 0
- Lowest unoccupied orbital energy: 0.3927 eV

Results of the natural (NBO) charge analysis, in e, for atoms 1 through 4: -0.480 0.421 -0.305 -0.286

---

<ii>
Density functional theory data (ωB97M-V/def2-TZVPD) for a single C3H2N2O molecule.

Cartesian coordinates (Å):
1 C 0.240 0.374 -0.507
2 N 0.421 1.672 -0.064
3 O 0.143 -1.806 0.552
4 H 0.966 -0.041 -1.310
5 C -0.885 1.368 -1.125
6 C -0.231 -0.692 0.510
7 N -0.015 2.375 -1.131
8 H -1.055 -0.330 1.247

## Properties
- HOMO energy: -0.371 Eh
- SMILES: O=C[C@H]1C2=NN21
- Molar mass: 82.062 g/mol
- Total charge: 0
- Lowest unoccupied orbital energy: -0.9547 eV

Results of the natural (NBO) charge analysis, in e, for atoms 1 through 4: -0.233 -0.146 -0.462 0.261

---

<iii>
Density functional theory data (ωB97M-V/def2-TZVPD) for a single C3H2N2O molecule.

Cartesian coordinates (Å):
1 O 0.983 -2.406 -0.391
2 N 0.893 -0.365 0.782
3 C -0.771 0.667 -0.533
4 H -1.392 1.630 -0.505
5 C 0.910 -1.332 0.012
6 H 0.073 1.407 1.318
7 C 0.161 0.711 0.603
8 N -0.858 -0.313 -1.286

## Properties
- HOMO energy (alpha / beta): -0.298 / -0.371 Eh
- Molar mass: 82.062 g/mol
- Total charge: 0
- Lowest unoccupied orbital energy (alpha / beta): -1.4788 / -1.1881 eV

Results of the natural (NBO) charge analysis, in e, for atoms 1 through 4: -0.425 -0.535 -0.123 0.214

---

Relative calculated energies, zero for the most stable structure, unit eV: <i> 0.000; <ii> 3.147; <iii> 0.749.

---

<i>
Density functional theory data (ωB97M-V/def2-TZVPD) for 2 unconnected molecules or ions with the total composition C6H13O.

Cartesian coordinates (Å):
1 H 1.475 -0.527 -1.556
2 C 2.091 1.118 0.594
3 H -2.709 0.927 1.207
4 C -2.752 0.451 0.222
5 H 0.101 0.774 -1.363
6 H -3.708 0.002 -0.101
7 C 1.260 -2.117 -0.213
8 H 2.178 1.363 1.662
9 H 2.024 2.096 -0.041
10 H 1.262 -2.761 -1.082
11 O 1.054 0.213 0.395
12 H 3.096 0.594 0.318
13 H -1.804 -1.248 -0.741
14 C 1.381 -0.836 -0.470
15 H 1.097 -2.525 0.716
16 C -1.659 -0.534 0.012
17 C -0.108 0.805 -0.293
18 H -0.436 1.745 0.204
19 H -2.559 1.423 -0.441
20 H -1.284 -0.963 0.972

## Properties
- HOMO energy: -0.522 Eh
- Molar mass: 101.169 g/mol
- Total charge: +1
- Lowest unoccupied orbital energy: -3.0298 eV

Results of the natural (NBO) charge analysis, in e, for atoms 1 through 4: 0.219 -0.306 0.231 -0.663

---

<ii>
Density functional theory data (ωB97M-V/def2-TZVPD) for 2 unconnected molecules or ions with the total composition C6H13O.

Cartesian coordinates (Å):
1 H 0.440 2.702 -1.043
2 C 0.352 1.941 -0.245
3 H -2.845 0.018 0.571
4 C -0.960 -1.778 -0.759
5 C -1.722 -0.056 0.897
6 C 0.202 0.518 -0.670
7 H 0.933 0.204 -1.545
8 H -0.708 -2.009 -1.715
9 O 1.525 -0.178 0.970
10 H -0.420 2.377 0.385
11 H 3.479 -0.214 1.593
12 C -0.946 -0.297 -0.395
13 H -1.406 -0.838 1.623
14 H -1.329 1.003 1.257
15 H -0.474 -2.335 -0.021
16 H 1.277 1.836 0.356
17 C 2.723 -0.333 0.738
18 H 3.279 -0.728 -0.163
19 H -2.009 -2.078 -0.541
20 H -1.390 0.246 -1.292

## Properties
- HOMO energy: -0.557 Eh
- Molar mass: 101.169 g/mol
- Total charge: +1
- Lowest unoccupied orbital energy: -4.8974 eV

Results of the natural (NBO) charge analysis, in e, for atoms 1 through 4: 0.283 -0.741 0.257 -0.599

---

Relative calculated energies, zero for the most stable structure, unit eV: <i> 2.012; <ii> 0.000.

---

<i>
Density functional theory data (ωB97M-V/def2-TZVPD) for a molecular structure, C4H10NOP.

Cartesian coordinates (Å):
1 H 1.508 2.331 0.404
2 H 0.903 -0.423 -2.027
3 H -2.385 -0.397 -0.114
4 H -0.304 2.568 -0.089
5 H 0.934 2.366 -1.233
6 H 1.925 -1.165 -0.805
7 C 1.506 -0.281 -1.157
8 H 2.427 0.158 -1.544
9 O 0.408 -2.649 0.548
10 H -0.307 0.493 1.550
11 C 0.703 0.578 -0.202
12 P -0.150 -1.669 1.435
13 N 0.145 0.018 0.792
14 C 0.736 2.072 -0.263
15 C -2.409 -1.112 0.643
16 H -2.904 -0.723 1.540
17 H -2.736 -2.165 0.521

## Properties
- HOMO energy (alpha / beta): -0.261 / -0.261 Eh
- Molar mass: 119.104 g/mol
- Total charge: 0
- Lowest unoccupied orbital energy (alpha / beta): 0.2566 / 0.2573 eV

Results of the natural (NBO) charge analysis, in e, for atoms 1 through 4: 0.242 0.244 0.179 0.236

---

<ii>
Density functional theory data (ωB97M-V/def2-TZVPD) for a single C4H10NOP molecule.

Cartesian coordinates (Å):
1 H 1.208 -1.826 -0.770
2 C -0.745 -0.766 -0.225
3 H -0.309 -0.061 -2.121
4 O -2.310 -0.149 -1.815
5 H 0.838 -1.747 1.301
6 H 0.123 1.353 -0.263
7 H -1.810 -0.833 0.290
8 H 1.026 1.801 2.819
9 C -1.029 -0.639 -1.718
10 C 1.454 1.593 1.895
11 H -1.007 -1.618 -2.181
12 H -2.278 0.518 -2.520
13 N 0.770 0.412 1.390
14 P 0.194 -2.279 0.196
15 H 2.356 1.279 2.107
16 C 0.120 0.469 0.313
17 H 1.400 2.494 1.301

## Properties
- HOMO energy: -0.334 Eh
- SMILES: C/N=C/[C@H](P)CO
- Molar mass: 119.104 g/mol
- Total charge: 0
- Lowest unoccupied orbital energy: 0.7958 eV

Results of the natural (NBO) charge analysis, in e, for atoms 1 through 4: -0.047 -0.563 0.164 -0.706

---

<iii>
Density functional theory data (ωB97M-V/def2-TZVPD) for 2 unconnected molecules or ions with the total composition C4H10NOP.

Cartesian coordinates (Å):
1 H -1.712 -0.892 0.961
2 H -1.171 -0.236 -1.323
3 H -0.603 0.191 -3.460
4 H -0.694 -1.862 1.912
5 H 0.065 1.940 -3.382
6 H 2.181 -0.665 2.328
7 H 2.305 0.269 0.596
8 C -0.267 0.181 -0.962
9 H 1.142 0.482 -3.713
10 P 1.707 -0.841 1.080
11 C 0.230 0.881 -3.114
12 C -1.038 -0.886 1.733
13 O -1.735 -0.377 2.806
14 H 0.112 1.104 1.387
15 H -1.270 -0.084 3.606
16 N 0.608 0.789 -1.679
17 C 0.139 0.003 1.226

## Properties
- HOMO energy: -0.317 Eh
- Molar mass: 119.104 g/mol
- Total charge: 0
- Lowest unoccupied orbital energy: 0.6808 eV

Results of the natural (NBO) charge analysis, in e, for atoms 1 through 4: 0.181 0.142 0.180 0.160

---

Relative calculated energies, zero for the most stable structure, unit eV: <i> 0.000; <ii> 0.439; <iii> 2.478.

---

<i>
Density functional theory data (ωB97M-V/def2-TZVPD) for 2 unconnected molecules or ions with the total composition C4H10NOP.

Cartesian coordinates (Å):
1 H 3.784 -2.256 0.512
2 H -3.473 -0.143 -0.263
3 C 3.320 0.043 0.121
4 C -0.585 1.288 0.137
5 P 2.911 -1.544 -0.100
6 N -1.490 0.170 0.236
7 H -2.344 -0.629 -1.550
8 H -0.151 -1.046 1.296
9 H 0.152 1.382 -0.683
10 H -0.019 1.459 1.000
11 C -2.572 0.129 -0.789
12 O -1.615 -2.082 0.251
13 H 2.783 0.880 -0.260
14 C -1.129 -1.065 0.678
15 H -1.115 2.184 0.097
16 H -2.708 1.051 -1.331
17 H 4.251 0.180 0.648

## Properties
- HOMO energy: -0.346 Eh
- SMILES: CN(C)C=O.C=P
- Molar mass: 119.104 g/mol
- Total charge: 0
- Lowest unoccupied orbital energy: 0.0833 eV

Results of the natural (NBO) charge analysis, in e, for atoms 1 through 4: -0.083 0.213 -0.807 -0.413

---

<ii>
Density functional theory data (ωB97M-V/def2-TZVPD) for a single C4H10NOP molecule.

Cartesian coordinates (Å):
1 H 2.531 -1.055 -1.271
2 C -3.087 -0.509 -0.218
3 O -0.713 -1.782 -0.699
4 H 2.574 -1.254 0.424
5 H 1.427 0.970 1.331
6 H -3.846 -0.380 0.637
7 H 0.612 1.878 0.063
8 N 0.931 -0.107 -0.379
9 C 1.427 1.084 0.211
10 C 1.952 -1.200 -0.450
11 H 2.442 1.262 -0.049
12 C -0.329 -0.450 -0.443
13 H -3.562 -0.278 -1.116
14 H 1.322 -2.085 -0.453
15 H -1.105 0.556 1.344
16 H -2.507 -1.429 -0.415
17 P -1.604 0.700 -0.021

## Properties
- HOMO energy: -0.330 Eh
- SMILES: CPC(=O)N(C)C
- Molar mass: 119.104 g/mol
- Total charge: 0
- Lowest unoccupied orbital energy: 0.8089 eV

Results of the natural (NBO) charge analysis, in e, for atoms 1 through 4: 0.199 -0.893 -0.733 0.193

---

<iii>
Density functional theory data (ωB97M-V/def2-TZVPD) for a single C4H10NOP molecule.

Cartesian coordinates (Å):
1 H -0.204 -1.669 -2.069
2 O -0.320 0.169 0.345
3 H -0.496 2.271 -0.075
4 N -2.514 0.004 1.091
5 H -2.377 2.314 -0.206
6 H 2.742 -0.822 1.553
7 H -1.571 2.937 1.136
8 H 1.358 -2.535 -1.779
9 H 2.973 -1.374 -0.142
10 C -1.508 0.667 0.715
11 C -1.537 2.146 0.417
12 P 0.509 -1.458 0.390
13 H 1.236 -0.793 -1.801
14 H 2.234 0.234 0.180
15 H -3.498 0.403 1.150
16 C 0.664 -1.636 -1.469
17 C 2.308 -0.858 0.564

## Properties
- HOMO energy: -0.332 Eh
- SMILES: [H]/N=C(\C)OP(C)C
- Molar mass: 119.104 g/mol
- Total charge: 0
- Lowest unoccupied orbital energy: 0.9840 eV

Results of the natural (NBO) charge analysis, in e, for atoms 1 through 4: 0.240 -0.783 0.228 -0.745

---

<iv>
Density functional theory data (ωB97M-V/def2-TZVPD) for a single C4H10NOP molecule.

Cartesian coordinates (Å):
1 C -0.227 -1.280 0.929
2 H -0.395 -1.561 -1.785
3 H 0.386 0.098 -2.307
4 C 0.314 -0.690 -1.524
5 C 0.113 -0.138 -0.100
6 H -0.583 -0.621 1.817
7 H -1.104 -1.783 0.571
8 O -2.825 2.413 0.483
9 H 2.296 0.319 -0.092
10 C 1.388 0.527 0.392
11 H 1.288 0.451 1.445
12 H 1.346 -1.151 -1.542
13 P -2.430 1.018 0.622
14 H 1.396 1.653 0.068
15 H -0.611 1.784 -0.442
16 N -0.903 0.918 -0.025
17 H 0.550 -1.958 1.490

## Properties
- HOMO energy: -0.356 Eh
- SMILES: CC(C)(C)NP=O
- Molar mass: 119.104 g/mol
- Total charge: 0
- Lowest unoccupied orbital energy: 0.5694 eV

Results of the natural (NBO) charge analysis, in e, for atoms 1 through 4: -0.640 0.219 0.220 -0.622

---

Relative calculated energies, zero for the most stable structure, unit eV: <i> 2.353; <ii> 2.016; <iii> 0.996; <iv> 0.000.

---

<i>
Density functional theory data (ωB97M-V/def2-TZVPD) for 2 unconnected molecules or ions with the total composition C3H5F2N.

Cartesian coordinates (Å):
1 C 1.721 -0.522 -0.449
2 H 2.408 1.174 0.628
3 C -1.827 0.559 1.010
4 H 2.328 -1.405 -0.111
5 H -2.350 -0.590 -0.556
6 N -1.779 -0.487 0.270
7 F 0.788 -1.001 -1.284
8 H -1.042 -1.101 0.214
9 H 0.850 1.366 -0.242
10 F -2.824 1.335 0.528
11 C 1.728 0.673 -0.009

## Properties
- HOMO energy: -0.344 Eh
- Molar mass: 93.076 g/mol
- Total charge: 0
- Lowest unoccupied orbital energy: 0.9770 eV

Results of the natural (NBO) charge analysis, in e, for atoms 1 through 4: 0.216 0.230 0.381 0.173

---

<ii>
Density functional theory data (ωB97M-V/def2-TZVPD) for 2 unconnected molecules or ions with the total composition C3H5F2N.

Cartesian coordinates (Å):
1 H 0.602 0.617 -0.948
2 N -2.459 0.844 1.396
3 C 2.534 -0.259 -0.874
4 H -1.681 1.475 1.469
5 F -3.469 -0.891 0.611
6 C -2.499 -0.076 0.603
7 H 1.039 -0.611 0.484
8 H 3.312 -0.686 -0.272
9 C 1.350 -0.004 -0.395
10 F -1.494 -0.576 -0.137
11 H 2.763 0.167 -1.937

## Properties
- HOMO energy: -0.376 Eh
- SMILES: N=C(F)F.C=C
- Molar mass: 93.076 g/mol
- Total charge: 0
- Lowest unoccupied orbital energy: 0.8307 eV

Results of the natural (NBO) charge analysis, in e, for atoms 1 through 4: 0.200 -0.725 -0.389 0.383

---

Relative calculated energies, zero for the most stable structure, unit eV: <i> 1.096; <ii> 0.000.

---

<i>
Density functional theory data (ωB97M-V/def2-TZVPD) for 2 unconnected molecules or ions with the total composition C2H7NO2.

Cartesian coordinates (Å):
1 H -3.227 -0.107 2.088
2 O 0.859 -0.689 -2.127
3 C 1.997 0.501 -0.341
4 H -3.268 -0.181 0.582
5 H -0.011 -0.022 0.741
6 H -0.980 -0.931 -0.493
7 H 1.654 1.460 -0.773
8 N -0.126 -0.603 -0.074
9 H 1.996 0.508 0.744
10 C 0.882 -0.365 -0.923
11 H 2.977 0.234 -0.722
12 O -2.754 0.195 1.297

## Properties
- HOMO energy (alpha / beta): -0.569 / -0.569 Eh
- Spin multiplicity: 2
- Molar mass: 77.083 g/mol
- Total charge: +1
- Lowest unoccupied orbital energy (alpha / beta): -4.2980 / -9.3489 eV

Results of the natural (NBO) charge analysis, in e, for atoms 1 through 4: 0.492 -0.042 -0.651 0.472

---

<ii>
Density functional theory data (ωB97M-V/def2-TZVPD) for 2 unconnected molecules or ions with the total composition C2H7NO2.

Cartesian coordinates (Å):
1 C -1.742 -0.374 0.403
2 N -1.571 0.990 0.727
3 O 2.249 -0.297 -0.325
4 H -2.170 -0.953 1.238
5 H 0.122 -0.947 0.634
6 H 1.050 0.525 -1.682
7 H 2.168 1.692 -0.629
8 H -1.478 1.585 -0.089
9 H -0.772 1.199 1.315
10 H -2.439 -0.500 -0.435
11 O -0.560 -1.109 -0.048
12 C 1.823 0.669 -0.878

## Properties
- HOMO energy (alpha / beta): -0.560 / -0.546 Eh
- Spin multiplicity: 2
- Molar mass: 77.083 g/mol
- Total charge: +1
- Lowest unoccupied orbital energy (alpha / beta): -5.5355 / -10.6152 eV

Results of the natural (NBO) charge analysis, in e, for atoms 1 through 4: 0.028 -0.788 -0.226 0.256

---

Relative calculated energies, zero for the most stable structure, unit eV: <i> 0.000; <ii> 2.654.

---

<i>
Density functional theory data (ωB97M-V/def2-TZVPD) for a single C6H9NO2 molecule.

Cartesian coordinates (Å):
1 H -3.033 -1.989 -0.473
2 H 3.159 0.580 -1.428
3 H -0.977 -1.354 0.893
4 H -3.443 -0.721 0.690
5 N 2.527 -0.076 1.085
6 C 1.710 0.437 0.105
7 C 2.144 0.776 -1.130
8 H 3.412 -0.497 0.826
9 C -1.396 -0.736 0.101
10 H -3.176 -0.314 -1.017
11 C -0.737 0.528 -0.203
12 H -1.342 1.314 -0.656
13 H 1.459 1.122 -1.871
14 O -0.338 -0.557 -0.988
15 O 0.308 1.669 1.652
16 C 0.430 1.046 0.629
17 H 2.141 -0.277 1.981
18 C -2.849 -0.950 -0.196

## Properties
- HOMO energy: -0.298 Eh
- SMILES: C=C(N)C(=O)[C@H]1O[C@@H]1C
- Molar mass: 127.143 g/mol
- Total charge: 0
- Lowest unoccupied orbital energy: 0.8933 eV

Results of the natural (NBO) charge analysis, in e, for atoms 1 through 4: 0.224 0.197 0.195 0.230

---

<ii>
Density functional theory data (ωB97M-V/def2-TZVPD) for 2 unconnected molecules or ions with the total composition C6H9NO2.

Cartesian coordinates (Å):
1 H 0.801 0.837 -1.170
2 C -0.757 -2.834 -0.208
3 H -0.782 -3.286 -1.198
4 H -0.795 -3.550 1.924
5 H 0.080 -4.644 0.747
6 O 1.085 -0.768 2.052
7 C -1.673 -1.649 0.023
8 N -0.973 -0.640 0.828
9 C -0.299 -3.644 0.958
10 H -2.065 -1.961 2.201
11 H 1.537 -2.733 0.011
12 C 0.565 -2.509 0.450
13 C -2.192 -1.280 1.358
14 H -0.411 1.291 -0.244
15 H -3.055 -0.617 1.428
16 C 0.408 -1.187 1.144
17 H -2.191 -1.263 -0.857
18 O 0.629 1.392 -0.403

## Properties
- HOMO energy: -0.352 Eh
- SMILES: O=C1[C@H]2C[C@H]2[C@H]2CN12.O
- Molar mass: 127.143 g/mol
- Total charge: 0
- Lowest unoccupied orbital energy: 0.7280 eV

Results of the natural (NBO) charge analysis, in e, for atoms 1 through 4: 0.458 -0.241 0.235 0.220

---

Relative calculated energies, zero for the most stable structure, unit eV: <i> 0.000; <ii> 0.086.